44
Properties=species:S:1:pos:R:3:nbo_charge:R:1 method="wB97M-V/def2-TZVPD" e_lumo_ev=-0.28 orbital_gap_ev=9.18 fmax_ev_per_a=6.09 relative_energy_kj_mol=1201.49 e_homo_ev=-9.5
Cl 3.197 0.816 -2.749 -0.090
C 1.731 1.764 -3.215 -0.396
C 1.010 1.011 -4.348 -0.411
Cl 1.804 1.328 -5.891 -0.049
H 2.000 2.715 -3.674 0.214
H 1.104 2.000 -2.356 0.219
H -0.022 1.340 -4.467 0.222
H 0.847 -0.057 -4.199 0.219
Cl 2.280 -3.723 4.002 -0.070
C 3.189 -2.252 3.506 -0.402
C 2.269 -1.006 3.386 -0.405
Cl 1.539 -0.290 4.900 -0.102
H 3.732 -2.395 2.572 0.229
H 4.093 -2.131 4.103 0.224
H 1.505 -1.027 2.609 0.192
H 2.899 -0.263 2.897 0.208
Cl 0.380 -1.382 1.616 0.036
C 0.020 0.042 0.587 -0.443
C -0.078 -0.209 -0.890 -0.411
Cl -0.308 1.274 -1.851 -0.039
H 0.771 0.816 0.745 0.209
H -0.928 0.416 0.974 0.229
H -0.927 -0.865 -1.086 0.190
H 0.788 -0.700 -1.332 0.214
C 2.783 -2.043 -0.803 -0.295
Cl 3.044 -0.362 -0.212 -0.002
Cl 1.728 -2.069 -2.197 0.063
Cl 2.464 -3.146 0.520 0.061
H 3.726 -2.334 -1.266 0.241
C -2.649 3.123 0.155 -0.259
Cl -3.458 3.587 1.658 0.039
Cl -3.668 2.050 -0.879 0.021
Cl -1.013 2.400 0.576 0.035
H -2.467 4.044 -0.400 0.244
C -3.961 -0.318 -1.681 -0.227
Cl -2.415 -1.320 -1.645 0.031
Cl -4.712 -0.259 -0.054 0.027
Cl -5.220 -0.817 -2.863 0.011
H -3.712 0.706 -1.958 0.196
C -2.555 -0.099 3.090 -0.316
Cl -2.415 0.903 1.710 0.073
Cl -3.187 -1.677 2.605 0.000
Cl -3.607 0.688 4.224 0.024
H -1.600 -0.278 3.584 0.247